The following is a quantum chemistry calculation of 2 unconnected molecules or ions with the total composition C21H23F3NO3S at a distorted geometry, from OMol25.

The calculation puts the HOMO-LUMO gap at 4.85 eV. The multiplicity is 1. The value obtained for the HOMO energy is -2.6 eV. The net charge is -1.

Geometry as XYZ:
```
52
Properties=species:S:1:pos:R:3:lowdin_charge:R:1
C 2.8675 1.8602 -2.0071 -0.068
C 1.5433 1.9239 -1.3158 -0.236
O 0.8707 0.6575 -1.4406 0.001
C -0.3730 0.8379 -0.9278 -0.525
C -1.1970 -0.4102 -1.1549 -0.521
N -2.5252 -0.0826 -0.7170 0.022
C -3.5334 -0.4557 -1.4012 -0.118
C -4.7017 0.3962 -1.4446 -0.205
C -5.9082 -0.0469 -2.0105 -0.047
C -6.9643 0.8483 -2.1450 -0.097
C -6.8232 2.1767 -1.6914 -0.095
C -5.6238 2.6078 -1.0974 -0.081
C -4.5696 1.7107 -0.9632 -0.017
O -0.7761 1.8577 -0.3970 0.098
H 3.4518 2.7077 -1.6400 0.079
H 3.4238 0.9418 -1.8101 0.072
H 2.7667 1.9863 -3.0872 0.072
H 1.6513 2.1186 -0.2410 0.125
H 0.9142 2.7028 -1.7653 0.125
H -1.0202 -0.7244 -2.2036 0.153
H -3.5587 -1.4067 -1.9506 0.122
H -5.9599 -1.0860 -2.3508 0.111
H -7.8920 0.5164 -2.6208 0.097
H -7.6470 2.8759 -1.8132 0.091
H -5.4997 3.6331 -0.7439 0.101
H -3.6150 1.9990 -0.5130 0.112
C 2.5198 -2.1626 3.7377 -0.080
C 1.9936 -1.3906 2.4735 -0.746
C 1.0001 -0.3332 2.9718 -0.075
C 3.1408 -0.7325 1.6372 -0.126
C 3.8348 -1.4787 0.6835 -0.027
C 4.9787 -0.9751 0.0442 -0.104
C 5.3876 0.3433 0.2891 -0.145
C 4.6244 1.1461 1.1400 -0.123
C 3.4976 0.6163 1.7988 -0.051
O 1.5282 -2.4769 1.8869 -0.304
S -0.6523 -1.4806 0.1263 1.167
C -1.0121 -3.1477 -0.4377 -0.795
F -1.3546 -3.8704 0.6634 0.070
F -2.0701 -3.1744 -1.3080 0.046
F 0.0302 -3.7671 -1.0511 0.082
H 2.9895 -1.5058 4.4714 0.045
H 1.6709 -2.6843 4.1956 0.070
H 3.2176 -2.9472 3.4266 0.068
H 1.4541 0.2680 3.7676 0.064
H 0.6965 0.3255 2.1569 0.051
H 0.1026 -0.8136 3.3595 0.076
H 3.4774 -2.4861 0.4522 0.111
H 5.5468 -1.6130 -0.6252 0.086
H 6.2869 0.7380 -0.1786 0.084
H 4.9094 2.1890 1.3244 0.090
H 2.9003 1.2677 2.4468 0.097
```

***

The following is a quantum chemistry calculation of 3 unconnected molecules or ions with the total composition C7H16N2O at a distorted geometry, from OMol25.

The calculation puts the HOMO-LUMO gap (alpha / beta) at 7.63 / 6.91 eV. As for the energy above the lowest of the compared OMol25 structures with the same formula, charge and spin: 156.0 kcal/mol. The multiplicity is 1. The value obtained for the HOMO energy (alpha / beta) is -6.9 / -6.9 eV.

Geometry as XYZ:
```
26
Properties=species:S:1:pos:R:3:lowdin_charge:R:1
C 1.1417 0.1475 -0.1965 -0.424
C 1.9394 1.2635 0.4112 -0.029
C 1.6705 -1.1950 -0.3334 -0.440
N 2.6361 -1.6411 0.5485 0.146
O 0.2795 0.4332 -1.2376 -0.073
N 1.1484 -1.8701 -1.3291 0.091
H 0.3513 -0.5444 -1.7995 0.168
H -0.0005 -0.0793 0.8237 0.044
H 2.7530 -1.1206 1.4025 0.087
H 2.7371 -2.6393 0.6437 0.097
H 1.4569 -2.8349 -1.3694 0.061
H 2.8851 1.4375 -0.1106 0.086
H 2.1780 1.0612 1.4591 0.074
H 1.3543 2.1817 0.3900 0.083
C -2.0120 1.9425 -0.4957 -0.095
C -0.9569 -0.3693 1.5594 -0.039
C -1.7212 0.5010 -0.6632 -0.231
C -2.4945 -0.4504 -1.1384 -0.027
H -1.2742 2.5154 -1.0596 0.075
H -3.0149 2.1937 -0.8611 0.081
H -0.2915 -0.4658 2.4250 0.028
H -1.3492 -1.3400 1.2775 0.033
H -1.7561 0.3194 1.8075 0.027
H -1.9586 2.2846 0.5405 0.071
H -3.4854 -0.2349 -1.5367 0.057
H -2.2161 -1.4961 -1.1579 0.052
```